Entry from the OMol25 dataset: one molecule with the formula C2H2ClP in a non-equilibrium geometry (wB97M-V/def2-TZVPD).

Last column: Löwdin charge in e.
Geometry (Å):
Cl  1.1350  1.4197  -1.4841  0.6279
P  -0.6837  -1.1841  -0.8738  0.8768
C  -0.2327  -0.2178  0.6800  -0.4132
C  0.2371  0.1898  -0.8020  -1.1422
H  0.5227  -0.6192  1.3379  0.0248
H  -0.9785  0.4117  1.1420  0.0259

Output
Total energy (eV): -23915.1407
Largest force on an atom (Eh/bohr): 0.0663
Gap between HOMO and LUMO (eV): 9.1424



Entry from the OMol25 dataset: C2H2CrFO2 as an isolated structure in a non-equilibrium geometry (wB97M-V/def2-TZVPD).

Last column: Mulliken spin population.
Geometry (Å):
Cr  0.0846  1.2225  -0.9127  3.9737
F  -0.0696  1.5654  0.8110  0.0312
O  2.6524  -0.3871  -4.8699  0.2025
O  0.3293  0.4771  -2.4888  -0.0118
C  0.8467  0.7779  -3.7065  0.0975
C  1.5817  -0.3953  -4.3638  0.6650
H  0.0360  1.0216  -4.4261  -0.0070
H  1.5463  1.6362  -3.7944  0.0489

Output
Total energy (eV): -37337.8940
Largest force on an atom (Eh/bohr): 0.0393
Gap between HOMO and LUMO (spin up / spin down) (eV): 7.3009 / 10.0728
2S+1: 6
Expectation value of S²: 8.774



Entry from the OMol25 dataset: C2H2CuF2NaO as an isolated structure in a non-equilibrium geometry (wB97M-V/def2-TZVPD).

Last column: Mulliken spin population.
Geometry (Å):
Cu  -2.7226  -0.6886  0.9582  0.0033
Na  -4.1778  1.6943  4.1265  -0.0003
F  -6.3264  1.4746  2.2665  0.0139
F  -2.9664  -0.8575  -0.9143  -0.0002
O  -4.3008  0.7510  1.9568  0.1874
C  -5.8492  0.5181  0.1827  0.5421
C  -5.4009  0.9633  1.4528  0.1643
H  -5.1121  0.0160  -0.4575  0.0650
H  -6.8691  0.7705  -0.1167  0.0245

Output
Total energy (eV): -58637.1092
Largest force on an atom (Eh/bohr): 0.0303
Gap between HOMO and LUMO (spin up / spin down) (eV): 7.6510 / 6.2230
Charge: +1
2S+1: 2
Expectation value of S²: 0.756



Entry from the OMol25 dataset: C2H2ErF2LiO as an isolated structure in a non-equilibrium geometry (wB97M-V/def2-TZVPD).

Last column: Mulliken spin population.
Geometry (Å):
Er  -2.3621  1.5451  2.8102  3.0726
F  1.2964  -0.1950  -1.4506  -0.0007
F  -1.0593  -3.0817  -1.6042  0.9960
O  -0.9582  0.4266  1.2554  -0.0650
C  -0.3237  0.4396  0.1207  -0.0119
C  0.7090  -0.3802  -0.1746  0.0076
Li  2.1877  1.3018  -0.7040  0.0026
H  -0.6664  1.1340  -0.6679  -0.0026
H  1.1767  -1.1902  0.4149  0.0014

Output
Total energy (eV): -37402.3766
Largest force on an atom (Eh/bohr): 0.0369
Gap between HOMO and LUMO (spin up / spin down) (eV): 5.6918 / 3.9340
Charge: +1
2S+1: 5
Expectation value of S²: 6.007



Entry from the OMol25 dataset: a 2-piece molecular cluster, C2H2F2 overall in a non-equilibrium geometry (wB97M-V/def2-TZVPD).

Last column: Löwdin charge in e.
Geometry (Å):
F  1.8854  -1.4998  -0.0486  -0.4652
F  1.4019  1.2275  0.0488  0.1837
C  0.3884  0.4173  0.0540  0.0065
C  -0.8840  0.1266  0.0283  0.1010
H  -0.9456  -0.9013  -0.1194  0.0700
H  -1.8461  0.6297  0.0369  0.1039

Output
Total energy (eV): -7535.5643
Largest force on an atom (Eh/bohr): 0.0617
Gap between HOMO and LUMO (eV): 8.5898



Entry from the OMol25 dataset: one molecule with the formula C2H2F2 in a non-equilibrium geometry (wB97M-V/def2-TZVPD).

Last column: Löwdin charge in e.
Geometry (Å):
F  1.8112  0.0917  -0.0271  -0.0028
F  -1.7686  -0.1372  -0.0302  0.0379
C  0.5036  -0.3312  0.0316  -0.1321
C  -0.5536  0.3795  0.0460  -0.1823
H  0.4402  -1.4075  0.0455  0.1239
H  -0.5231  1.5276  0.0047  0.1554

Output
Total energy (eV): -7539.8214
Largest force on an atom (Eh/bohr): 0.0995
Gap between HOMO and LUMO (eV): 11.5337



Entry from the OMol25 dataset: a 2-piece molecular cluster, C2H2F2N4O5 overall in a non-equilibrium geometry (wB97M-V/def2-TZVPD).

Last column: Löwdin charge in e.
Geometry (Å):
F  -2.2071  0.1817  -1.8351  0.0191
F  -0.2701  1.1566  -2.0569  0.0350
O  -0.2164  -1.7055  1.4013  0.0624
O  -0.6030  0.6721  1.9848  0.1359
O  -0.6778  -2.3482  -0.6032  0.1568
O  -1.1138  1.9875  0.3450  0.1555
O  1.9221  -1.2412  -0.7912  0.1959
N  -0.8038  0.8812  0.6861  -0.2386
N  -0.8348  0.0046  -1.5591  -0.0014
N  -0.4900  -1.4978  0.2153  -0.3290
N  1.8975  0.8328  0.2941  0.2285
C  1.9589  -0.1927  -0.3149  -0.4194
C  -0.6007  -0.1298  -0.1875  -0.2168
H  2.3844  1.6985  0.2768  0.1028
H  -0.3454  -0.2999  2.1444  0.1135

Output
Total energy (eV): -23728.2484
Largest force on an atom (Eh/bohr): 0.0311
Gap between HOMO and LUMO (spin up / spin down) (eV): 9.1391 / 9.1402



Entry from the OMol25 dataset: one molecule with the formula C2H2F2O in a non-equilibrium geometry (wB97M-V/def2-TZVPD).

Last column: Löwdin charge in e.
Geometry (Å):
F  1.6565  0.2973  -0.2537  -0.0484
F  -0.7138  1.3318  0.8975  0.1200
O  -1.7308  0.4997  -0.9118  0.1707
C  -0.8685  0.5307  -0.1269  -0.4071
C  0.5913  -0.5018  0.0603  -0.0713
H  0.5452  -0.7582  1.0891  0.0776
H  0.5201  -1.3995  -0.7545  0.1586

Output
Total energy (eV): -9587.6229
Largest force on an atom (Eh/bohr): 0.1030
Gap between HOMO and LUMO (eV): 11.8001



Entry from the OMol25 dataset: C2H2F2O3S as an isolated structure in a non-equilibrium geometry (wB97M-V/def2-TZVPD).

Last column: Löwdin charge in e.
Geometry (Å):
S  1.3071  0.2835  0.2699  0.7768
F  -0.3043  -1.1148  -1.5054  0.0622
F  -1.4000  -1.8011  1.8750  -0.3894
O  0.4015  0.9461  -1.0694  -0.1098
O  1.9398  -0.9053  -0.1286  -0.1848
O  1.8712  1.3560  1.0357  -0.2213
C  -0.6984  0.0220  -0.8822  -0.3912
C  -0.4978  0.0889  0.6081  0.1552
H  -1.7005  0.2722  -1.3864  0.2036
H  -0.9187  0.8523  1.1834  0.0987

Output
Total energy (eV): -24512.2254
Largest force on an atom (Eh/bohr): 0.0655
Gap between HOMO and LUMO (spin up / spin down) (eV): 8.1480 / 8.1438



Entry from the OMol25 dataset: one molecule with the formula C2H2F2OS in a non-equilibrium geometry (wB97M-V/def2-TZVPD).

Last column: Löwdin charge in e.
Geometry (Å):
S  -0.2671  1.7842  1.2717  0.7128
F  -0.0932  1.1205  -1.7071  0.1200
F  1.4799  -0.2903  -1.3720  -0.0416
O  -0.2644  -0.9704  1.1853  -0.0169
C  0.1019  0.0490  -1.0282  -0.3481
C  -0.0002  0.2763  0.6190  -0.6987
H  -0.4310  -1.0073  -1.0605  0.1845
H  -0.5259  -0.9621  2.0918  0.0880

Output
Total energy (eV): -20422.4196
Largest force on an atom (Eh/bohr): 0.1211
Gap between HOMO and LUMO (eV): 8.8945



Entry from the OMol25 dataset: a 2-piece molecular cluster, C2H2F2OS overall in a non-equilibrium geometry (wB97M-V/def2-TZVPD).

Last column: Löwdin charge in e.
Geometry (Å):
S  0.3841  2.5054  -0.1733  0.8905
F  -0.4639  -0.5947  1.5726  0.0699
F  0.8191  0.5462  2.7598  -0.0284
O  -0.4722  3.5025  -0.6915  -0.5158
C  -0.3124  1.5675  0.8783  -0.3600
C  0.4227  0.3555  1.4026  -0.5051
H  -1.9885  1.5931  1.3391  0.2974
H  1.3982  0.2008  0.8805  0.1516

Output
Total energy (eV): -20419.5009
Largest force on an atom (Eh/bohr): 0.0943
Gap between HOMO and LUMO (eV): 9.8320



Entry from the OMol25 dataset: a 2-piece molecular cluster, C2H2F3NO overall in a non-equilibrium geometry (wB97M-V/def2-TZVPD).

Last column: Löwdin charge in e.
Geometry (Å):
F  2.6111  3.3909  0.2371  0.0756
F  0.6026  2.8745  -0.3443  0.0825
F  1.1576  3.0161  1.7559  0.1271
O  2.3653  -0.7077  0.4503  0.0657
N  1.3165  -0.1332  0.4505  -0.1478
C  0.1061  -0.1872  0.8181  0.0040
C  1.5400  2.6116  0.5735  -0.4173
H  -0.6001  -1.1419  0.8718  0.1380
H  -0.5105  0.7167  0.7115  0.0722

Output
Total energy (eV): -13790.0909
Largest force on an atom (Eh/bohr): 0.0651
Gap between HOMO and LUMO (eV): 6.2943